Formula: C49H38BCdF17GeO2P4S5
Source: the OMol25 dataset
Level of theory: the ωB97M-V functional and the def2-TZVPD basis

**Net charge**: -2
**Strongest force on any atom**: 1.20 eV/Å
**Highest occupied orbital energy**: -0.0664 hartree
**Gap between HOMO and LUMO**: 5.3 eV

Structure (XYZ):
```
118
Properties=species:S:1:pos:R:3:lowdin_charge:R:1
Cd -0.203 -0.042 -0.239 1.10
S -2.222 0.720 1.470 -0.29
S -3.320 0.308 3.072 -0.16
S -2.995 0.274 -0.516 -0.33
S -4.710 1.059 -1.083 -0.16
C 2.793 -2.830 0.333 -0.31
P 1.096 -2.428 0.921 0.77
C 1.211 -3.013 2.664 -0.28
C 0.245 -3.861 0.124 -0.46
C -1.242 -3.914 0.444 -0.43
P -2.097 -2.338 -0.075 0.67
C -3.738 -2.698 0.676 -0.30
C -2.480 -2.758 -1.824 -0.29
H 3.049 -3.869 0.552 0.04
H 3.509 -2.158 0.806 0.03
H 2.820 -2.656 -0.742 -0.01
H 1.538 -4.054 2.708 0.04
H 0.237 -2.901 3.142 0.04
H 1.918 -2.375 3.195 0.02
H 0.743 -4.790 0.425 0.08
H 0.387 -3.725 -0.951 0.04
H -1.388 -4.009 1.524 0.07
H -1.705 -4.776 -0.047 0.07
H -4.049 -3.711 0.406 0.04
H -4.464 -1.973 0.309 0.02
H -3.675 -2.593 1.759 0.01
H -2.807 -3.796 -1.907 0.04
H -1.590 -2.594 -2.431 -0.04
H -3.265 -2.092 -2.184 0.03
O 0.620 0.402 2.424 -0.44
P 0.866 1.680 3.125 0.70
C -0.481 2.919 3.096 -0.32
P -0.722 3.344 1.304 0.68
O -0.044 2.430 0.343 -0.46
C 0.177 4.945 1.235 -0.27
C -0.224 6.034 2.004 -0.09
C 0.434 7.246 1.888 -0.10
C 1.490 7.379 0.996 -0.10
C 1.874 6.305 0.208 -0.08
C 1.215 5.090 0.323 -0.06
C -2.383 3.942 0.913 -0.32
C -2.565 4.228 -0.438 -0.08
C -3.805 4.641 -0.892 -0.10
C -4.858 4.763 0.003 -0.10
C -4.669 4.493 1.350 -0.08
C -3.427 4.099 1.818 -0.09
C 2.326 2.548 2.496 -0.27
C 3.069 1.917 1.504 -0.06
C 4.191 2.540 0.982 -0.06
C 4.566 3.793 1.445 -0.08
C 3.830 4.418 2.443 -0.10
C 2.714 3.796 2.973 -0.09
C 1.202 1.384 4.890 -0.25
C 0.492 1.944 5.944 -0.07
C 0.795 1.580 7.248 -0.09
C 1.799 0.659 7.502 -0.10
C 2.509 0.093 6.451 -0.08
C 2.207 0.454 5.150 -0.08
H -0.175 3.810 3.646 0.06
H -1.379 2.474 3.542 0.02
H -1.061 5.931 2.686 0.11
H 0.132 8.095 2.488 0.09
H 2.011 8.325 0.913 0.09
H 2.691 6.416 -0.493 0.10
H 1.495 4.239 -0.285 0.10
H -1.731 4.083 -1.117 0.12
H -3.959 4.834 -1.945 0.10
H -5.844 5.024 -0.359 0.10
H -5.507 4.534 2.033 0.10
H -3.288 3.851 2.862 0.09
H 2.740 0.948 1.147 0.09
H 4.766 2.058 0.203 0.11
H 5.433 4.288 1.026 0.10
H 4.121 5.399 2.798 0.10
H 2.144 4.282 3.757 0.11
H -0.305 2.650 5.751 0.10
H 0.231 2.008 8.067 0.10
H 2.021 0.375 8.522 0.10
H 3.284 -0.635 6.652 0.10
H 2.735 0.015 4.311 0.11
F 2.149 -5.647 -4.169 0.08
C 3.040 -4.642 -4.112 -0.22
C 2.622 -3.325 -4.195 -0.17
C 3.643 -2.382 -4.195 -0.26
F 3.323 -1.086 -4.352 0.05
C 4.985 -2.697 -4.072 -0.14
F 5.935 -1.749 -4.070 0.10
C 5.352 -4.027 -3.964 -0.15
F 6.648 -4.364 -3.850 0.09
C 4.375 -5.003 -4.002 -0.15
F 4.740 -6.297 -3.936 0.09
Ge 0.733 -2.440 -4.027 1.09
S 1.859 -0.157 -1.689 0.51
C 1.028 -1.614 -5.908 -0.19
C 0.644 -0.297 -6.083 -0.24
F 0.077 0.347 -5.050 0.07
C 0.810 0.381 -7.279 -0.14
F 0.415 1.656 -7.429 0.10
C 1.388 -0.278 -8.350 -0.14
F 1.556 0.358 -9.521 0.10
C 1.781 -1.597 -8.214 -0.14
F 2.335 -2.235 -9.262 0.09
C 1.598 -2.239 -7.001 -0.24
F 1.985 -3.526 -6.915 0.09
C -0.421 -4.029 -4.828 -0.16
C -0.648 -5.079 -3.952 -0.27
F 0.032 -5.091 -2.788 0.04
C -1.568 -6.089 -4.163 -0.15
F -1.744 -7.081 -3.272 0.09
C -2.332 -6.061 -5.315 -0.15
F -3.232 -7.029 -5.552 0.10
C -2.180 -5.012 -6.202 -0.15
F -2.956 -4.965 -7.300 0.09
C -1.247 -4.019 -5.940 -0.22
F -1.206 -2.995 -6.814 0.08
F 3.414 1.783 -2.806 0.11
B 2.275 1.475 -2.155 -1.25
F 1.555 2.574 -1.871 0.10
```